Model P:
Density functional theory data (wB97M-V/def2-TZVPD) for an isolated ion of composition C4H11N2O and charge +2.

Molecular weight, u: 103.1
Net charge: +2
Highest occupied orbital energy (spin up / spin down), eV: -20.43 / -20.44
Spin multiplicity: 2

Each line ends with the Mulliken charge.
Atoms and positions in Å:
O  2.77965  0.73686  0.85299  -0.018
N  0.21624  -1.37368  0.70721  -0.616
N  -2.08256  -0.06602  -0.17289  -0.318
C  2.28920  -0.33405  0.51382  -0.020
C  -1.20556  0.95671  -0.85581  -0.786
C  0.19025  0.95278  -0.24679  -0.971
C  0.93668  -0.41636  -0.14504  0.378
H  2.99342  -1.20739  0.61936  0.428
H  1.16778  -0.87110  -1.18772  0.346
H  -0.93988  0.62952  -1.80999  0.431
H  0.97484  1.68972  -0.68135  0.460
H  -2.58724  0.31593  0.68518  0.380
H  -1.17128  -0.75168  0.16797  0.462
H  -2.79687  -0.27441  -0.91833  0.364
H  0.09194  1.38642  0.80013  0.437
H  0.69529  -2.27168  0.67027  0.312
H  0.19795  -1.04933  1.67068  0.320
H  -1.74984  1.94778  -0.66967  0.409



Model Q:
Density functional theory data (wB97M-V/def2-TZVPD) for an isolated ion of composition C4H11N2O and charge +2.

Molecular weight, u: 103.1
Net charge: +2
Highest occupied orbital energy (spin up / spin down), eV: -20.83 / -20.88
Spin multiplicity: 2

Each line ends with the Mulliken charge.
Atoms and positions in Å:
O  0.56966  0.64799  2.14383  -0.367
N  1.67191  2.30555  0.30760  -0.283
N  -0.48387  -0.71961  0.71190  0.039
C  0.22904  0.45823  1.01396  0.482
C  -0.89008  -2.51212  -0.90245  -1.184
C  0.40437  1.56804  -0.03789  -0.624
C  -1.26209  -1.09659  -0.42693  -0.210
H  0.48666  1.19704  -1.05476  0.439
H  0.18741  -2.58821  -1.06793  0.391
H  2.48566  1.80588  -0.06546  0.366
H  -0.43796  2.24591  0.09192  0.355
H  1.67146  3.23773  -0.11899  0.378
H  -1.25851  -0.30431  -1.17966  0.411
H  -2.31238  -1.11965  -0.04533  0.281
H  -1.40357  -2.71229  -1.84497  0.346
H  -1.18884  -3.25372  -0.16546  0.437
H  -0.22663  -1.52174  1.30515  0.370
H  1.75776  2.36187  1.33546  0.373



Model R:
Density functional theory data (wB97M-V/def2-TZVPD) for an isolated ion of composition C4H11N2O and charge +2.

Molecular weight, u: 103.1
Net charge: +2
Highest occupied orbital energy (spin up / spin down), eV: -20.57 / -20.74
Spin multiplicity: 2

Each line ends with the Mulliken charge.
Atoms and positions in Å:
O  -0.85522  -0.07282  -1.16529  -0.450
N  0.50304  2.04857  -1.95060  -0.283
N  0.15720  -0.37459  0.78192  -0.044
C  1.21261  1.01726  -1.08441  -0.588
C  -0.48136  -1.82203  2.66761  -1.282
C  0.14681  0.05852  -0.53111  0.620
C  -0.84279  -1.25727  1.32624  -0.113
H  0.42990  -2.42066  2.55400  0.405
H  -1.05428  -1.98057  0.50614  0.407
H  0.97974  2.04060  -2.85714  0.375
H  -1.74274  -0.59964  1.27074  0.378
H  -0.41814  1.61450  -2.14334  0.366
H  -1.29448  -2.40929  3.05667  0.365
H  0.60276  3.02595  -1.64795  0.357
H  -0.17541  -1.04852  3.38825  0.405
H  1.85326  1.46999  -0.32951  0.396
H  0.97336  -0.21995  1.36775  0.339
H  1.79905  0.41537  -1.76721  0.348



Model S:
Density functional theory data (wB97M-V/def2-TZVPD) for an isolated ion of composition C4H11N2O and charge +2.

Molecular weight, u: 103.1
Net charge: +2
Highest occupied orbital energy (spin up / spin down), eV: -20.62 / -20.54
Spin multiplicity: 2

Each line ends with the Mulliken charge.
Atoms and positions in Å:
O  0.31233  -0.86884  2.20091  -0.374
N  1.29532  0.42327  0.56691  0.044
N  -1.66810  -1.88661  0.86136  -0.282
C  -0.70537  -1.17108  0.04591  -0.724
C  1.43973  1.01196  -0.75414  -0.334
C  0.28185  2.06765  -1.04924  -0.801
C  0.41345  -0.55586  1.03402  0.531
H  0.64080  3.14065  -1.32990  0.345
H  1.44277  0.25523  -1.62374  0.346
H  -2.16588  -1.37616  1.65147  0.376
H  2.37077  1.52796  -0.87764  0.336
H  1.76397  0.89702  1.29388  0.335
H  -0.10974  -1.90331  -0.70491  0.401
H  -1.27764  -0.41824  -0.54633  0.416
H  -0.09309  1.64198  -2.01973  0.283
H  -0.36845  2.15263  -0.14592  0.343
H  -1.15708  -2.69151  1.17870  0.367
H  -2.41566  -2.24673  0.21838  0.392



Which structure is the most stable? The one labeled model Q.



Model P:
Density functional theory data (wB97M-V/def2-TZVPD) for an isolated ion of composition C2H4N3 and charge +1.

Molecular weight, u: 70.1
Net charge: +1
Highest occupied orbital energy, eV: -15.44
SMILES: C1=[NH+]CN=N1

Each line ends with the Mulliken charge.
Atoms and positions in Å:
N  -2.06701  0.29481  0.01272  0.011
N  -1.90200  -0.88380  0.09057  -0.100
N  0.09830  0.38874  0.06390  0.026
C  -0.08150  -0.94306  -0.03936  -0.339
C  -1.01034  1.09251  0.01181  0.044
H  0.92551  0.94972  0.19896  0.267
H  0.62252  -1.61960  0.42791  0.397
H  -1.16332  2.21301  -0.16775  0.380
H  -0.43516  -1.40080  -0.98202  0.313



Model Q:
Density functional theory data (wB97M-V/def2-TZVPD) for C2H4N3 as an isolated structure.

Molecular weight, u: 70.1
Net charge: +1
Highest occupied orbital energy, eV: -16.65

Each line ends with the Mulliken charge.
Atoms and positions in Å:
N  1.20882  -0.75945  0.17256  -0.178
N  -0.91874  -0.25035  -0.04014  -0.189
N  0.72811  1.28027  0.09764  -0.122
C  0.17943  0.03852  0.65630  0.172
C  0.74052  0.25351  -0.72377  0.132
H  0.93537  -1.77081  0.01668  0.303
H  -1.74408  0.35163  0.11435  0.295
H  -1.34266  -1.25821  -0.20849  0.300
H  0.21322  2.11490  -0.08512  0.287



Model R:
Density functional theory data (wB97M-V/def2-TZVPD) for a 2-piece molecular cluster, C2H4N3 overall.

Molecular weight, u: 70.1
Net charge: +1
Highest occupied orbital energy, eV: -15.35

Each line ends with the Mulliken charge.
Atoms and positions in Å:
N  -0.00089  0.14737  -0.84242  0.170
N  -0.12049  -1.44027  2.68054  0.112
N  -0.20181  -0.15927  -2.00168  -0.295
C  0.12159  1.22713  -1.78606  -0.214
C  -0.04148  -0.93989  1.66178  -0.112
H  -0.18441  -1.88709  3.58407  0.364
H  -0.00237  -0.45706  0.59302  0.476
H  1.11368  1.56372  -2.04773  0.250
H  -0.68382  1.94536  -1.84151  0.249



Which structure is the most stable? The one labeled model P.